1.
Here is 15 unconnected molecules or ions with the total composition C50H141N15O15 in a non-equilibrium geometry from the OMol25 dataset. Energies are from the ωB97M-V functional and the def2-TZVPD basis.

For the HOMO-LUMO gap, the calculation gives 9.158 eV.

Each line ends with the Löwdin charge.
Geometry (Å):
O 1.906 -2.456 7.127  -0.18
O 0.892 -6.512 0.021  -0.19
O 1.661 1.479 -7.856  -0.17
O 5.696 -1.193 5.356  -0.19
O -2.699 -2.006 3.678  -0.15
O -5.051 3.187 1.813  -0.19
O -1.416 -4.225 -3.681  -0.20
O 2.037 -2.903 1.846  0.00
O 0.871 1.198 7.202  -0.23
O 7.157 2.448 2.118  -0.20
O -2.490 4.576 -3.709  -0.21
O -1.126 0.857 0.484  -0.18
O 1.766 -1.322 -1.877  -0.01
O -3.016 1.661 -6.744  -0.21
O -6.350 -1.837 -1.527  -0.11
N -1.171 -3.734 5.561  0.05
N 1.666 -2.292 -4.724  0.05
N 3.166 -0.095 2.872  0.07
N -2.797 0.753 3.530  0.05
N 5.224 1.300 0.577  0.06
N 0.028 -2.627 2.763  0.21
N -1.529 1.991 6.080  0.07
N 3.543 -1.254 -0.469  0.18
N -2.973 4.190 -8.061  0.07
N 3.384 0.273 -2.100  0.18
N 0.440 4.817 -3.302  0.05
N 0.255 -2.577 0.529  0.20
N 0.867 1.220 -4.224  0.06
N -2.259 0.524 -3.032  0.08
N 3.679 -5.819 1.139  0.03
C -7.893 -0.562 -2.827  -0.10
C -3.349 3.020 -8.805  -0.48
C -0.388 -6.298 -0.583  -0.10
C -1.014 0.674 -0.906  -0.21
C -0.675 -2.345 -5.630  -0.05
C 1.927 -5.688 -0.617  -0.17
C -4.984 3.813 0.530  -0.07
C 6.031 3.218 1.879  -0.22
C -3.159 -2.597 2.400  -0.26
C -0.262 3.885 5.060  -0.06
C 0.845 -2.685 1.726  -0.71
C 3.133 -2.990 7.327  -0.17
C 3.720 0.797 5.129  -0.04
C -4.657 -2.275 2.222  -0.06
C 4.190 0.030 3.902  -0.41
C 4.172 3.487 0.164  -0.07
C 0.163 0.735 0.986  -0.12
C 0.257 -2.547 -4.424  -0.44
C -3.552 5.370 -4.223  -0.12
C 2.801 -0.806 -1.488  -0.68
C -3.018 3.044 -10.253  -0.06
C -2.408 0.633 -1.556  -0.37
C 3.307 -6.200 -0.211  -0.45
C 7.681 2.635 3.382  -0.11
C -0.231 2.531 5.710  -0.46
C 6.915 -1.832 5.069  -0.09
C -0.043 -3.893 -3.673  -0.21
C 0.755 2.576 6.816  -0.20
C -0.991 -2.308 7.671  -0.03
C -0.542 4.626 -2.268  -0.47
C -4.043 1.374 3.038  -0.41
C 1.736 0.372 -8.662  -0.17
C -2.142 -3.345 -2.815  -0.07
C -7.572 -1.075 -1.464  -0.32
C -0.282 -2.783 6.338  -0.39
C 0.059 5.181 -0.961  -0.03
C 1.733 0.860 8.231  -0.13
C 5.420 2.755 0.506  -0.42
C -1.826 5.272 -2.637  -0.21
C -3.842 2.670 2.267  -0.23
C -3.369 -0.375 -0.873  -0.03
C 3.480 -7.734 -0.284  -0.06
C 1.534 1.618 -5.447  -0.44
C 0.930 1.047 -6.685  -0.22
C -4.912 1.610 4.313  -0.05
C 3.030 1.309 -5.446  -0.05
C 1.021 -3.424 6.639  -0.24
C -2.762 1.757 -8.196  -0.14
C 4.754 -1.365 4.336  -0.19
C -4.243 1.240 -6.303  -0.16
H 2.963 -8.141 0.600  0.08
H -5.320 -2.845 2.899  0.09
H -0.486 4.688 -0.193  0.06
H 0.855 0.239 -4.038  0.03
H 1.913 -0.185 8.023  0.06
H 4.411 4.495 -0.241  0.10
H 3.476 1.649 -6.389  0.08
H 2.614 0.683 -2.708  0.10
H -4.396 2.965 -8.658  0.12
H 7.782 3.744 3.563  0.11
H -1.047 3.949 4.279  0.07
H -4.731 -1.192 2.472  0.06
H 2.158 -0.502 -8.084  0.10
H -7.630 0.481 -3.138  0.08
H -1.623 6.300 -2.955  0.13
H -2.997 -3.701 2.508  0.12
H 4.958 0.608 3.472  0.09
H -2.990 3.993 -7.105  0.03
H -2.221 -2.357 -3.313  0.07
H -4.636 3.081 -0.204  0.08
H -4.434 2.331 4.969  0.06
H 1.348 4.520 -2.922  0.07
H 2.409 -0.636 3.265  0.06
H -4.299 1.379 -5.211  0.07
H 3.812 -2.208 7.698  0.10
H 4.432 -0.767 -0.480  0.08
H 3.451 1.943 -4.683  0.06
H -0.016 -1.734 -3.693  0.11
H 1.091 4.796 -0.947  0.07
H 0.239 1.893 4.953  0.14
H 0.723 -2.440 -0.320  0.04
H 5.998 0.815 1.045  0.09
H -8.347 -1.720 -1.091  0.10
H 4.049 -5.777 -0.902  0.13
H -8.976 -0.608 -2.881  0.07
H 6.368 4.254 1.858  0.13
H 3.481 -0.559 2.020  0.04
H -0.453 -0.202 -1.113  0.09
H -2.076 2.664 6.545  0.07
H 0.323 -3.051 3.681  0.11
H 0.897 -4.283 7.325  0.14
H -2.046 0.743 2.824  0.08
H 2.000 -3.026 -5.383  0.09
H 3.531 -2.193 -0.072  0.11
H -5.083 1.931 -6.664  0.10
H -4.927 -2.520 1.231  0.04
H 3.234 -3.832 8.040  0.09
H 1.056 -0.046 -6.572  0.09
H 8.569 2.087 3.574  0.08
H 3.244 0.260 -5.294  0.07
H -0.695 -1.314 -6.032  0.07
H -7.506 -0.219 -0.742  0.12
H -3.701 0.119 0.050  0.07
H 6.698 -2.892 4.995  0.09
H -0.333 -1.746 8.343  0.07
H 2.670 1.541 8.246  0.12
H 0.140 4.195 -4.053  0.06
H 7.335 -1.441 4.180  0.07
H 1.831 -4.652 -0.340  0.09
H -1.683 1.776 -8.303  0.11
H -1.898 3.136 -10.304  0.10
H 1.363 2.799 -5.476  0.17
H -3.055 -3.825 -2.642  0.07
H -5.929 1.958 4.064  0.08
H 0.130 0.698 2.069  0.08
H 4.534 0.959 5.824  0.08
H 3.954 -1.929 4.729  0.09
H -0.574 4.683 5.725  0.07
H 3.346 1.783 4.904  0.07
H 0.825 1.582 0.734  0.10
H -1.986 -3.195 5.327  0.03
H -1.870 -1.716 7.451  0.06
H 2.235 -2.183 -3.878  0.06
H -2.722 -1.217 -0.536  0.06
H 2.949 0.201 5.601  0.07
H -1.606 -3.384 -1.849  0.08
H -3.034 0.901 -3.562  0.05
H -5.987 4.106 0.331  0.08
H -0.057 1.664 -4.046  0.07
H -4.104 5.621 -3.278  0.09
H 3.015 -6.362 1.728  0.08
H -4.352 4.695 0.663  0.09
H -0.381 -2.995 -6.472  0.09
H 4.454 1.164 1.227  0.04
H -1.164 -3.255 8.207  0.08
H -2.533 1.149 4.482  0.07
H -3.356 3.326 2.983  0.12
H 7.568 -1.635 5.913  0.09
H -4.189 4.712 -4.849  0.09
H 0.562 -0.172 0.508  0.06
H -4.656 0.695 2.437  0.10
H 0.736 4.142 4.591  0.11
H 0.503 -4.683 -4.240  0.13
H -7.478 -1.223 -3.609  0.08
H -0.118 1.222 -6.699  0.10
H -2.018 4.502 -8.231  0.09
H -2.170 -0.445 -3.275  0.03
H 6.230 3.020 -0.159  0.13
H 3.595 -3.442 6.410  0.10
H 5.127 -1.903 3.514  0.11
H -3.396 3.890 -10.803  0.08
H -2.562 5.281 -1.814  0.12
H 5.328 3.086 2.693  0.12
H 0.447 -3.857 -2.681  0.10
H -0.657 3.563 -2.207  0.11
H -3.324 6.321 -4.742  0.09
H 1.442 -3.803 5.719  0.12
H 2.547 0.571 -9.415  0.10
H -0.724 -2.387 0.475  0.07
H 4.549 -7.999 -0.312  0.08
H -0.523 1.490 -1.353  0.09
H 0.098 6.247 -0.927  0.08
H -1.495 1.207 6.740  0.09
H -2.560 -2.306 1.442  0.10
H -4.921 0.655 4.861  0.08
H 6.986 2.278 4.111  0.07
H 3.951 0.781 -1.495  0.03
H 1.781 -5.767 -1.685  0.10
H -6.207 -2.054 -0.575  0.07
H -0.373 -6.100 -1.713  0.10
H 0.838 0.053 -9.165  0.08
H -1.585 -4.425 6.174  0.07
H -3.305 2.166 -10.789  0.07
H -4.220 -0.778 -1.494  0.08
H -1.682 -2.621 -5.442  0.05
H 3.686 2.942 -0.602  0.04
H 2.964 -8.165 -1.146  0.07
H -0.957 -2.577 2.656  0.03
H 3.475 3.483 1.085  0.12
H 0.399 3.156 7.655  0.13
H 1.754 2.901 6.540  0.12
H 1.239 0.897 9.244  0.10
H 3.359 -4.869 1.397  0.05
H -2.862 1.613 -1.364  0.12
H -0.857 -5.463 -0.124  0.05
H -3.171 0.887 -8.660  0.12
H -4.525 0.218 -6.550  0.08
H -0.091 -1.921 5.668  0.14
H -0.956 -7.224 -0.476  0.09
H -2.846 -1.060 3.597  0.00
H -3.138 2.565 1.434  0.11

---

2.
Here is 16 unconnected molecules or ions with the total composition C50H141N9O23 in a non-equilibrium geometry from the OMol25 dataset. Energies are from the ωB97M-V functional and the def2-TZVPD basis.

For the HOMO-LUMO gap (spin up / spin down), the calculation gives 1.203 / 8.185 eV. Its spin multiplicity is 2. Its net charge is -1.

Each line ends with the Mulliken spin population.
Geometry (Å):
O -1.551 0.166 -0.331  0.00
O 0.116 -3.446 3.553  -0.03
O -4.486 4.489 0.021  -0.03
O 0.451 -3.820 -1.891  0.00
O 1.352 3.251 4.351  -0.40
O 4.851 4.330 3.898  -0.26
O 2.729 2.266 -1.147  -0.18
O -0.852 -2.867 -4.127  0.00
O 2.187 2.704 -3.911  -0.04
O -2.226 1.234 4.262  -0.15
O 0.152 -6.775 -2.980  -0.01
O 2.301 1.009 5.666  -0.07
O -3.662 -2.211 -3.700  0.00
O -4.669 -2.127 2.591  -0.01
O -1.400 -1.109 -6.140  0.00
O 4.923 -1.880 3.776  -0.02
O 4.766 2.583 6.019  -0.04
O -0.660 4.880 2.565  -1.37
O 2.666 -0.105 -4.241  0.00
O 1.224 -4.512 0.997  0.00
O -1.405 1.678 -6.952  0.00
O -8.029 -0.418 -0.947  0.00
O 6.391 -1.492 -1.693  0.00
N -9.045 2.567 -2.781  0.00
N 6.809 2.856 0.972  -0.02
N -1.771 2.693 -1.904  -0.02
N 5.340 2.045 -1.654  0.05
N 4.539 -5.230 1.988  0.00
N -7.955 -3.155 3.775  0.00
N 0.255 -1.817 0.901  -0.01
N -5.074 2.095 4.526  0.07
N 2.186 1.755 -6.676  0.00
C 3.560 0.745 5.066  0.04
C 5.015 -3.839 2.215  0.00
C 6.335 -1.889 4.090  0.02
C -3.130 -3.500 -3.455  0.00
C 0.886 -6.248 -1.939  0.01
C -4.484 4.951 1.398  0.12
C 0.331 3.983 2.083  0.31
C -1.912 -3.786 -4.369  0.00
C 0.581 -4.723 3.404  -0.01
C 4.289 0.623 -6.590  0.00
C 1.986 -0.233 1.065  0.00
C 1.429 -4.816 -2.213  0.00
C -7.952 2.469 -0.608  0.00
C 4.828 1.790 2.050  0.02
C -4.663 1.158 3.554  -0.05
C 4.710 1.198 5.876  -0.02
C 2.340 3.527 -1.632  0.15
C -6.158 -2.446 5.202  0.00
C -1.877 -0.093 4.602  0.03
C 2.029 -0.884 -3.195  -0.01
C -5.798 -2.907 2.636  0.00
C -2.610 0.955 -6.750  0.00
C -3.352 3.653 -0.232  0.02
C 5.603 0.801 -2.209  -0.02
C -8.233 1.749 -1.936  0.00
C -5.593 1.289 2.328  0.01
C -8.728 0.371 -1.883  0.00
C 5.583 3.091 1.742  0.01
C -0.132 0.322 -0.340  -0.05
C 5.968 -0.296 -1.141  -0.01
C 6.837 1.033 -3.110  0.00
C 2.768 0.449 -6.656  0.00
C 5.523 -2.195 -2.538  0.00
C 2.189 -0.464 -5.535  0.00
C 3.909 5.210 3.470  0.15
C 5.912 4.011 2.966  0.06
C -4.064 2.219 -2.244  -0.01
C 0.423 -5.250 1.920  0.02
C -3.073 3.290 -1.703  0.00
C -2.425 -0.184 -5.716  0.00
C 0.475 -0.394 0.893  0.12
C 0.683 2.866 3.100  -0.59
C 2.819 3.668 -3.083  0.05
C -6.902 -1.091 -1.550  0.00
C 4.316 -3.151 3.403  -0.01
C -3.800 -2.460 1.493  -0.01
C -3.147 1.339 3.195  0.05
C -2.202 -0.590 -1.356  0.01
C -6.733 -2.331 3.775  0.00
C 4.975 -3.055 0.967  -0.01
H 6.647 -0.858 4.251  0.00
H -0.192 2.258 3.330  0.18
H -0.004 -5.316 4.106  0.00
H 0.824 3.915 4.800  0.88
H 4.790 -0.313 -6.342  0.00
H 0.046 0.078 1.777  -0.06
H -5.030 5.887 1.515  -0.05
H 5.296 1.260 2.879  0.01
H -1.019 3.260 -1.540  0.01
H 0.096 1.382 -0.229  0.02
H 7.218 3.701 0.600  -0.02
H -5.283 3.008 4.147  -0.02
H 2.495 -1.483 -5.772  0.00
H 3.031 5.229 4.115  0.28
H 5.650 0.889 5.418  -0.02
H -5.515 -3.932 2.876  0.00
H 2.259 -4.589 -1.544  0.00
H -4.024 -4.121 -3.496  0.00
H 0.301 -2.131 1.859  0.00
H -1.728 -1.571 -1.389  0.00
H -2.972 0.622 -7.722  0.00
H 1.260 3.378 -1.612  0.00
H 5.665 2.767 -2.281  -0.01
H 1.769 -6.874 -1.808  0.00
H -0.478 5.129 3.474  0.68
H -1.265 -0.085 5.504  0.01
H -4.145 -2.225 0.486  -0.01
H -0.747 -1.813 0.769  0.00
H 6.033 -3.837 2.603  0.00
H 4.861 1.050 1.251  0.03
H -3.268 -0.690 -1.150  0.01
H 4.838 1.166 -7.358  0.00
H 3.633 -5.243 1.542  0.00
H -9.760 0.506 -1.558  0.00
H 5.130 -0.482 -0.469  0.01
H 2.489 -0.927 0.392  -0.01
H -7.502 1.809 0.134  0.00
H -1.710 1.876 -1.313  -0.01
H 6.719 1.809 -3.866  0.00
H 4.265 6.240 3.501  -0.15
H -2.234 0.321 -4.769  0.00
H 6.049 -3.087 -2.881  0.00
H -3.344 -0.759 -5.603  0.00
H -5.015 2.718 -2.055  0.00
H 2.246 0.812 0.892  -0.02
H -5.534 0.399 1.701  0.00
H 4.376 -3.845 4.242  0.00
H -4.086 1.245 -1.755  0.00
H 0.201 -0.134 -1.272  0.00
H 0.826 -6.244 1.731  0.00
H 7.062 -2.265 3.370  0.00
H -1.101 1.936 -6.079  0.00
H 3.414 1.225 4.098  0.17
H -6.129 -0.376 -1.832  0.00
H 4.728 0.534 -2.800  0.00
H -8.806 -0.081 -2.872  0.00
H 2.626 4.380 -1.016  0.01
H 2.546 -1.844 -3.185  0.00
H 6.703 3.529 3.540  0.06
H 4.978 -5.723 1.224  0.00
H -3.476 5.080 1.793  0.05
H 7.314 0.112 -3.446  0.00
H 1.147 -3.574 1.189  0.00
H 3.236 -3.032 3.315  0.02
H 2.689 4.679 -3.468  0.02
H 3.461 -0.333 4.941  -0.02
H -3.147 4.266 -2.182  0.00
H -4.286 2.278 5.131  -0.02
H 3.628 2.067 -1.420  0.02
H -2.817 -2.013 1.637  0.01
H -7.011 -1.304 3.535  0.00
H 0.957 -1.000 -3.355  0.00
H -6.359 -1.668 -0.802  0.00
H 3.951 -2.899 0.630  0.00
H 4.612 -2.471 -2.008  0.00
H 2.432 -0.158 -7.496  0.00
H 2.317 2.034 -5.714  0.00
H 0.242 -6.264 -1.060  0.00
H 3.886 3.446 -3.114  0.00
H 7.517 2.532 1.616  -0.01
H -6.830 -2.053 5.964  0.00
H -8.738 -2.653 4.169  0.00
H -4.177 -2.274 -4.509  0.00
H 1.201 1.532 -6.674  0.00
H 5.969 2.197 -0.879  -0.03
H -1.242 -1.746 -5.440  0.00
H 6.542 -2.268 5.091  0.00
H -2.402 4.016 0.159  -0.03
H -2.733 -0.719 4.856  -0.01
H -3.425 1.566 -6.361  0.00
H 7.617 1.358 -2.421  0.00
H 5.543 -2.188 1.305  0.00
H 1.596 -4.745 3.802  0.00
H 0.481 -3.159 4.393  0.02
H -9.989 2.523 -2.425  0.00
H 5.154 -1.676 -3.422  0.00
H -3.902 2.018 -3.303  0.00
H -8.783 3.062 -0.227  0.00
H 2.264 -0.360 -2.269  0.00
H -8.285 -3.094 2.823  0.00
H 5.440 -3.565 0.123  0.00
H 6.737 0.041 -0.445  0.00
H 4.671 0.826 6.900  0.02
H -5.283 -1.796 5.223  0.00
H 1.897 1.739 5.191  0.25
H -8.749 3.532 -2.814  0.00
H 6.309 4.877 2.437  -0.05
H -6.626 1.341 2.673  0.00
H -2.168 -3.662 -5.421  0.00
H -5.004 4.290 2.091  0.00
H -2.755 -3.601 -2.437  0.00
H -0.419 -3.202 -3.338  0.00
H -7.228 3.262 -0.794  0.00
H 4.721 2.965 5.139  0.04
H 2.560 1.877 -3.596  0.00
H -5.349 2.118 1.664  0.00
H -1.525 -4.772 -4.113  0.00
H 3.542 4.911 2.488  0.02
H -3.732 -3.542 1.605  0.00
H 1.822 -4.692 -3.222  0.00
H 2.293 -0.559 2.059  0.07
H 3.787 2.063 2.225  -0.03
H 1.387 2.215 2.582  0.08
H -2.046 -0.090 -2.312  0.00
H -6.432 -2.776 1.759  0.00
H 4.388 1.281 -5.726  0.00
H -5.838 -3.464 5.423  0.00
H -3.507 2.801 0.431  0.02
H 1.192 4.628 1.905  0.31
H -0.589 -5.208 1.518  0.00
H 0.349 -3.538 -0.979  0.00
H -7.320 1.670 -2.525  0.00
H -3.051 2.292 2.675  0.06
H -1.179 -0.463 3.851  0.03
H 1.105 -0.377 -5.615  0.00
H -4.801 0.141 3.922  -0.02
H -2.932 0.601 2.423  0.02
H 0.504 -7.668 -3.007  0.00
H -7.117 -1.730 -2.406  0.00
H 4.868 3.555 1.064  0.10
H -0.041 3.522 1.169  0.18

---

Ordered calculated total energy results: -107194.85364 -114627.96101; unit eV.